(1)
7
Properties=species:S:1:pos:R:3:forces:R:3:mulliken_charge:R:1 method="wB97M-V/def2-TZVPD" total_charge=0 e_tot_ha=-567.895799 de_lowest_kj_mol=538.12 homo_ev=-9.285 e_lumo_ev=0.10 orbital_gap_ha=0.3448
C -0.589 -0.276 -0.294 0.0 -2.4 -2.5 -0.194
N -0.327 0.391 0.900 -1.4 1.4 2.1 -0.386
O 2.391 -0.671 0.049 -4.4 3.8 -0.5 -0.569
S 0.899 0.631 -0.190 6.7 -3.8 -0.4 0.323
H -0.529 -1.369 -0.235 0.4 0.4 0.1 0.233
H -1.055 0.004 -1.240 -1.0 0.7 0.8 0.280
H -0.791 1.291 1.011 -0.2 -0.2 0.3 0.313



(2)
8
Properties=species:S:1:pos:R:3:forces:R:3:mulliken_charge:R:1 method="wB97M-V/def2-TZVPD" total_charge=0 e_tot_ha=-966.079781 de_lowest_kj_mol=443.74 homo_ev="-8.345 / -7.984" e_lumo_ev="-2.08 / -0.74" orbital_gap_ha="0.2302 / 0.2661"
C 0.194 0.072 -0.290 -0.7 1.1 -1.8 -0.679
N 0.406 3.033 -0.444 -0.1 -0.6 -0.2 -0.296
O 2.145 1.504 -2.012 -0.6 -0.8 -0.2 -0.357
S 0.170 1.803 -1.298 0.7 -0.9 0.6 0.403
S 2.850 2.833 -1.805 0.5 0.9 0.2 0.051
H 0.302 0.356 0.755 0.3 -0.4 -0.2 0.317
H 0.817 -0.691 -0.822 0.1 1.1 0.9 0.282
H -0.831 -0.133 -0.590 -0.2 -0.4 0.7 0.280



(3)
8
Properties=species:S:1:pos:R:3:forces:R:3:mulliken_charge:R:1 method="wB97M-V/def2-TZVPD" total_charge=0 e_tot_ha=-966.183341 de_lowest_kj_mol=171.85 smiles=C#N.OSS homo_ev=-9.970 e_lumo_ev=-1.39 orbital_gap_ha=0.3152
C 2.546 -1.223 0.234 -2.3 1.6 -0.8 0.197
N 3.515 -1.651 0.574 3.9 -2.2 1.4 -0.297
O -0.740 2.248 -0.596 -1.4 -2.3 1.0 -0.476
S -0.824 0.632 0.109 0.5 0.3 0.8 0.102
S -2.310 -0.931 0.160 -0.3 1.8 -0.2 -0.167
H 1.774 -0.597 -0.040 -1.5 0.6 -0.5 0.098
H -0.688 2.036 -1.521 0.2 0.3 -1.0 0.354
H -3.272 -0.514 1.080 1.0 -0.1 -0.6 0.190



(4)
8
Properties=species:S:1:pos:R:3:forces:R:3:mulliken_charge:R:1 method="wB97M-V/def2-TZVPD" total_charge=0 e_tot_ha=-966.101089 de_lowest_kj_mol=387.80 homo_ev="-9.164 / -9.154" e_lumo_ev="-2.21 / -2.27" orbital_gap_ha="0.2555 / 0.2529"
C -0.009 -0.411 0.295 3.4 0.8 5.7 -0.274
N 0.564 0.802 -0.165 -0.7 1.2 -4.1 -0.299
O 1.777 1.117 0.396 1.0 -0.5 0.3 -0.173
S 1.146 -1.770 -0.004 1.6 0.6 0.3 -0.184
S 3.135 0.210 -0.081 -2.9 -1.0 0.2 0.071
H -0.294 -0.166 1.429 0.7 -1.2 -2.2 0.254
H -0.816 -0.693 -0.216 -3.5 -0.4 -2.2 0.328
H 0.654 0.691 -1.237 0.3 0.6 2.0 0.276